1.
24
Properties=species:S:1:pos:R:3 method="wB97M-V/def2-TZVPD" total_energy_ha=-367.92674 fmax_ev_per_a=3.588 homo_lumo_gap_ha=0.33022 relative_energy_kcal_mol=35.0 total_charge=+1 lumo_ev=-3.32
O 3.11977 -0.54701 1.49034
N 1.84064 1.59826 0.35591
C -2.14996 -1.00899 -0.17938
C -1.09791 -0.54738 -2.43011
C 0.15359 -0.14726 -0.24667
C -1.08319 -0.66534 -0.91833
C 0.40915 1.36228 -0.16277
C -2.24651 -0.80968 1.32570
H 0.46396 1.79226 -1.21183
H -0.37410 1.75782 0.47438
H 1.73202 2.29420 1.09291
H 2.53879 2.09179 -0.20321
H 0.12183 -0.39170 0.83993
H -3.10004 -1.35058 -0.56996
H 2.30398 0.66872 0.57649
H -3.28983 -0.77699 1.65992
H -0.97983 0.48184 -2.80509
H 3.71672 -0.29968 2.20778
H -1.68140 -1.58257 1.89192
H -0.40140 -1.24284 -2.90402
H 2.71501 -1.38230 1.75832
H -1.66393 0.12092 1.58825
H -2.07210 -0.76684 -2.90713
H 1.02472 -0.64890 -0.72335


2.
155
Properties=species:S:1:pos:R:3 method="wB97M-V/def2-TZVPD" total_energy_ha=-6080.20905 smiles="COP(=O)(OC)OC.COP(=O)(OC)OC.COP(=O)(OC)OC.COP(=O)(OC)OC.COP(=O)(OC)OC.COP(=O)(OC)OC.COP(=O)(OC)OC.CN(C)C=O.CN(C)C=O.CN(C)C=O" fmax_ev_per_a=3.113 homo_lumo_gap_ha=0.35411 lumo_ev=0.25
P -5.13401 -5.04873 -3.03112
P -5.02143 6.39640 1.78575
P -0.50942 -5.35321 -1.26066
P 1.31498 1.00104 -5.07839
P -1.06029 4.64325 -1.41782
P 0.51093 -0.24897 0.53272
P -0.23990 4.43117 3.94226
O -6.51521 -4.49997 -2.92161
O 1.67544 -1.20523 -0.05136
O 5.10420 -3.67945 3.66455
O -2.13486 3.51646 -1.16563
O -6.30483 7.10317 1.79931
O -0.03102 -1.00133 1.86057
O -1.00060 5.22250 4.93501
O -1.71259 -6.06473 -0.79502
O 0.25541 -1.22938 4.76282
O -1.10710 4.71240 -3.04268
O -3.78705 7.28345 1.52412
O -0.77923 -0.34714 -0.48846
O 0.60457 -4.96566 -0.15404
O -4.39708 -4.53979 -4.30677
O -4.15747 -4.33014 -1.91112
O 0.21066 0.09321 -4.71409
O 0.98496 2.24431 -6.01295
O 0.28682 5.31629 2.73143
O -0.76558 -3.94366 -1.91532
O -1.25606 5.96941 -0.74185
O 0.39302 -6.30916 -2.23173
O 2.02308 1.58595 -3.76396
O 0.28891 3.87364 -1.15849
O -5.00077 -6.68813 -2.96491
O 1.09684 3.77771 4.54314
O 3.90727 -3.02193 -2.50243
O 2.53415 0.34108 -5.82291
O -4.91166 5.30818 0.69545
O -4.57611 5.49051 3.03300
O -0.97281 3.23396 3.19400
O 0.96219 1.12329 0.76791
N 5.53929 -1.92591 5.12219
N 4.37373 -4.83092 -3.87013
N 1.55671 -0.28317 6.38998
C 1.32263 4.49450 -0.36438
C -2.98139 -4.90038 -4.56249
C 4.16773 -5.40902 -5.20690
C 2.36736 -0.74421 -6.73902
C 1.13216 -5.92473 0.74459
C 2.85971 -0.64626 -0.52776
C 5.78732 -0.43580 5.18810
C 0.31458 -3.27392 -2.55672
C 5.20148 -2.47984 3.91322
C -2.31909 3.00903 0.20075
C -0.47676 -0.06985 -1.88518
C -1.36934 1.96789 3.70417
C -4.51428 -4.42923 -0.56456
C -3.78693 8.41620 0.64557
C -4.74079 6.25500 4.30966
C 5.27176 -5.46997 -2.92426
C -0.12348 -7.37054 -3.11893
C -5.96965 4.99529 -0.21077
C 1.63648 1.05506 5.86034
C -0.33862 2.88128 -5.87704
C -0.38772 -2.38100 1.93800
C 3.74887 -3.67234 -3.55667
C 5.90554 -2.83089 6.19328
C -6.16986 -7.42020 -2.65976
C 2.29292 -0.59073 7.65901
C -0.35340 6.50865 2.20823
C 1.02545 -1.31256 5.73220
C 1.76913 4.62294 5.51226
C 2.81025 2.80798 -3.82561
C -2.32315 5.29196 -3.58758
H -0.91798 0.91135 -2.04565
H 1.99917 3.68656 -0.03513
H -5.79889 3.97000 -0.49919
H -0.84499 6.19755 1.25903
H 0.55494 -2.90357 1.96912
H 1.70413 -0.19189 8.48813
H 0.60085 -0.03128 -2.06571
H -1.04706 6.84396 2.92518
H -2.33811 1.92679 0.14063
H 0.41344 -8.24565 -2.83244
H 2.98219 3.22070 -4.84625
H 5.21610 -2.76307 7.03743
H -0.84749 -2.70129 1.06182
H 0.35069 -6.30144 1.40950
H 2.24691 3.49891 -3.21418
H -0.60124 3.21148 -6.88948
H -1.53524 3.33845 0.91646
H -4.77901 8.75507 0.37650
H 3.46725 -0.14557 0.24647
H 1.59322 -6.77513 0.12834
H -0.63380 1.19161 3.39037
H 2.17906 -0.29991 -7.75624
H 6.81260 -0.14532 5.15434
H 5.13442 -5.38661 -5.75619
H -2.34178 1.62177 3.41635
H 2.42570 3.95527 6.03934
H -4.11530 7.11717 4.31418
H -2.66200 -4.15863 -5.27338
H -3.98721 -3.68260 -0.03609
H -1.23720 -7.43670 -3.19500
H -1.10276 2.17759 -5.54875
H 6.25167 -5.24082 -3.09845
H 2.33423 -1.65813 7.84877
H 3.79662 2.71494 -3.37229
H 1.01275 -4.02274 -2.94694
H 3.43713 -1.53866 -0.82808
H -3.02069 -5.89971 -5.07128
H 3.47762 -4.81272 -5.74597
H -3.25098 9.27369 1.01465
H -1.38028 1.93698 4.81332
H 3.30776 -1.23843 -6.77401
H 5.71801 -3.80649 5.83039
H 1.95765 5.16795 -1.02080
H 5.07403 -4.96335 -1.98913
H 1.89077 -5.38774 1.24705
H -5.59574 -4.39897 -0.48752
H -6.98813 -6.72822 -2.37271
H 2.33996 5.30523 4.89046
H 6.94948 -2.82893 6.51070
H 1.00893 5.19584 6.08988
H -4.18945 -5.40721 -0.23768
H 5.00426 -1.74302 3.18371
H 5.14271 -6.51307 -2.61688
H 0.88884 1.09408 5.05678
H -3.27123 8.12271 -0.27197
H -2.58308 4.76840 -4.54378
H -2.40185 -4.91940 -3.64805
H -3.27027 3.36003 0.58043
H -4.38292 5.58003 5.08081
H -1.01213 -0.83313 -2.41816
H -0.10263 -2.74670 -3.37029
H 3.84489 -6.45786 -5.18279
H 5.38445 0.02934 6.06292
H 0.36072 7.25676 2.02758
H 0.20716 -7.07608 -4.11133
H -3.13344 5.35821 -2.93306
H -5.82891 5.59703 -1.11381
H 5.26055 -0.00979 4.32514
H -6.50040 -7.90792 -3.53303
H -2.04997 6.30863 -3.80845
H 1.47251 -1.38705 -6.61141
H -6.95230 4.95456 0.31958
H 2.65998 -0.03050 -1.39721
H -0.96143 -2.56872 2.82164
H 0.95888 5.05539 0.48378
H 2.62605 1.20293 5.46180
H 0.74508 -2.59046 -1.85715
H 3.32864 -0.17081 7.71334
H -5.95584 -8.16910 -1.87355
H -5.77435 6.48926 4.52625
H -0.19357 3.69612 -5.17740
H 2.98994 -3.46877 -4.34204
H 1.37731 1.76479 6.62778
H 1.09350 -2.25900 6.35650